19
Properties=species:S:1:pos:R:3:nbo_charge:R:1 method="wB97M-V/def2-TZVPD" multiplicity=1 gap_ev=10.0 homo_ev=-9.6 de_lowest_kcal_mol=39.29 fmax_ev_per_a=1.9 lumo_energy_ev=0.4
N -2.06 1.12 -1.01 -0.845
C -0.90 0.36 -1.53 -0.185
C -1.35 -1.04 -1.82 0.433
O -0.64 -1.89 -2.30 -0.496
C 0.13 0.26 -0.40 -0.507
S 0.89 1.92 -0.17 -0.074
H -1.84 2.09 -0.82 0.372
H -2.80 1.11 -1.69 0.360
H -0.54 0.93 -2.36 0.217
H -2.39 -1.33 -1.59 0.124
H -0.44 0.06 0.52 0.207
H 0.86 -0.49 -0.44 0.256
H 1.88 1.57 0.66 0.134
O 2.35 -1.97 1.04 -0.929
H 1.64 -2.61 1.16 0.466
H 2.03 -1.28 1.63 0.466
O 1.34 0.10 3.19 -0.932
H 0.94 0.25 2.32 0.455
H 0.89 0.84 3.61 0.477

---

20
Properties=species:S:1:pos:R:3:nbo_charge:R:1 method="wB97M-V/def2-TZVPD" multiplicity=1 gap_ev=9.4 homo_ev=-9.0 de_lowest_kcal_mol=0.00 fmax_ev_per_a=1.6 lumo_energy_ev=0.4
N 1.87 1.06 0.66 -0.789
C 1.16 0.87 -0.46 0.701
O 0.22 1.61 -0.74 -0.672
C 1.54 -0.33 -1.32 -0.501
C 0.41 -1.36 -1.19 -0.542
S -1.06 -0.95 -2.16 0.129
S -2.52 -1.82 -1.00 -0.139
H 2.45 0.30 0.99 0.391
H 1.46 1.63 1.38 0.407
H 1.63 0.02 -2.34 0.240
H 2.45 -0.72 -0.90 0.214
H 0.15 -1.57 -0.16 0.235
H 0.80 -2.34 -1.42 0.220
H -2.83 -0.78 -0.20 0.121
O -0.31 -0.43 2.28 -0.971
H -0.94 -0.99 1.81 0.468
H -0.73 0.43 2.32 0.498
O -1.77 1.74 1.14 -1.001
H -2.72 1.80 1.01 0.476
H -1.28 1.83 0.31 0.515